64
Properties=species:S:1:pos:R:3:nbo_charge:R:1 method="wB97M-V/def2-TZVPD" fmax_ha_per_bohr=0.1178 total_charge=+2 gap_ev="4.45 / 4.03" homo_ev="-15.1 / -15.1" spin_multiplicity=2
Tl -15.949 -28.803 1.382 0.965
Tl -21.033 -28.830 0.055 0.988
B -18.319 -30.590 0.393 -0.519
H -18.327 -30.076 1.342 0.263
H -19.305 -30.868 0.055 -0.027
H -17.822 -29.888 -0.259 0.070
H -17.688 -31.437 0.613 0.165
B -18.248 -27.211 -0.247 -0.547
H -18.754 -27.353 -1.190 0.169
H -17.209 -27.427 -0.443 0.275
H -18.348 -26.215 0.157 -0.009
H -18.542 -27.950 0.481 -0.025
C -19.956 -27.247 4.620 -0.748
C -19.321 -28.126 3.556 0.756
O -20.026 -29.012 2.976 -0.564
O -18.079 -27.990 3.274 -0.202
H -20.202 -27.725 5.568 0.294
H -20.907 -26.868 4.245 0.270
H -19.337 -26.420 4.968 0.256
C -14.853 -28.266 -4.814 -0.136
C -16.209 -27.664 -4.618 0.432
O -16.300 -27.654 -3.181 -0.504
C -15.472 -28.592 -2.682 1.015
O -15.417 -29.138 -1.610 -0.634
O -14.632 -28.961 -3.677 -0.461
F -17.148 -28.515 -4.970 -0.335
H -14.002 -27.589 -4.887 0.221
H -14.918 -28.926 -5.679 0.226
H -16.383 -26.752 -5.190 0.217
C -22.737 -25.569 -3.699 -0.504
N -21.403 -25.641 -3.062 0.534
O -20.638 -24.685 -3.222 -0.307
O -21.146 -26.677 -2.441 -0.442
H -22.911 -26.496 -4.246 0.240
H -22.860 -24.749 -4.406 0.259
H -23.588 -25.556 -3.017 0.252
C -16.934 -23.576 2.291 -0.475
N -15.769 -24.450 2.452 0.527
O -14.678 -23.886 2.735 -0.353
O -15.850 -25.620 2.146 -0.406
H -16.593 -22.558 2.480 0.260
H -17.652 -23.875 3.054 0.234
H -17.245 -23.747 1.260 0.237
C -20.256 -30.259 -4.665 -0.479
N -19.440 -30.522 -3.384 0.542
O -19.495 -29.693 -2.485 -0.457
O -18.754 -31.539 -3.315 -0.319
H -20.114 -31.218 -5.164 0.256
H -19.915 -29.290 -5.029 0.252
H -21.328 -30.221 -4.472 0.236
C -12.540 -25.409 -0.476 -0.495
N -13.774 -25.966 -1.045 0.541
O -14.791 -25.992 -0.273 -0.456
O -13.808 -26.269 -2.198 -0.314
H -11.786 -26.184 -0.340 0.256
H -12.781 -25.083 0.536 0.252
H -12.198 -24.592 -1.111 0.261
C -17.207 -24.510 -2.334 -0.488
N -17.062 -24.062 -3.799 0.520
O -18.040 -23.402 -4.159 -0.340
O -16.159 -24.456 -4.555 -0.390
H -17.572 -23.691 -1.714 0.237
H -16.313 -25.000 -1.951 0.226
H -17.838 -25.398 -2.288 0.234

48
Properties=species:S:1:pos:R:3:nbo_charge:R:1 method="wB97M-V/def2-TZVPD" fmax_ha_per_bohr=0.0231 total_charge=-1 de_lowest_kcal_mol=6.3 gap_ev=8.37 homo_ev=-5.4
Cl 0.234 0.861 -0.491 -0.891
C -4.209 -2.473 1.178 -0.609
C -2.888 -2.121 0.522 -0.086
C -2.742 -2.647 -0.895 -0.060
O -1.530 -2.267 -1.516 -0.525
C -0.402 -2.983 -1.039 -0.261
N -2.750 -0.656 0.504 -0.866
H -4.283 -1.857 2.075 0.208
H -4.337 -3.520 1.463 0.196
H -5.048 -2.222 0.526 0.204
H -2.023 -2.494 1.091 0.158
H -3.520 -2.205 -1.526 0.186
H -2.880 -3.738 -0.889 0.145
H -0.553 -4.062 -1.173 0.143
H -0.146 -2.796 0.007 0.165
H 0.417 -2.629 -1.665 0.222
H -1.843 -0.399 0.118 0.406
H -2.787 -0.293 1.449 0.355
C 3.477 -1.583 -0.625 -0.084
C 4.456 -2.644 -1.095 -0.083
O 5.241 -2.067 -2.130 -0.721
O 2.643 -1.150 -1.693 -0.753
H 3.980 -0.690 -0.236 0.171
H 2.869 -1.946 0.213 0.168
H 3.888 -3.499 -1.467 0.160
H 5.067 -2.909 -0.231 0.157
H 6.124 -2.442 -2.154 0.458
H 2.025 -0.508 -1.300 0.508
C 1.746 0.551 3.133 -0.084
C 0.325 -0.004 3.292 -0.087
O -0.657 0.776 2.650 -0.769
O 2.338 0.043 1.951 -0.772
H 2.357 0.184 3.963 0.156
H 1.814 1.642 3.146 0.164
H 0.027 -0.083 4.342 0.158
H 0.350 -1.024 2.892 0.162
H -0.487 0.749 1.684 0.503
H 1.750 0.191 1.183 0.501
C -1.153 6.060 -2.159 -0.069
C -0.438 5.346 -1.010 -0.074
O -0.684 3.969 -1.020 -0.685
O -1.061 5.299 -3.358 -0.711
H -0.749 7.064 -2.340 0.149
H -2.216 6.235 -1.931 0.146
H -0.808 5.789 -0.079 0.151
H 0.617 5.624 -1.133 0.143
H -0.596 3.657 -0.113 0.487
H -0.955 5.874 -4.115 0.461